The following is a quantum chemistry calculation of C5H11NO in the gas phase, from the Open Molecules 2025 dataset.

Structure (ORCA input):
```
! RIJCOSX wB97M-V def2-TZVPD def2/J DEFGRID3
* xyz 0 1
C -0.89 -1.31 -0.65
C -0.64 0.15 -0.27
C -1.32 0.68 1.00
N 0.79 0.40 -0.21
C 1.44 -0.36 0.86
C 1.28 1.10 -1.28
O 0.57 1.48 -2.20
H -0.75 -2.01 0.18
H -1.90 -1.43 -1.04
H -0.18 -1.58 -1.44
H -0.98 0.76 -1.10
H -0.81 1.59 1.33
H -2.35 0.93 0.78
H -1.31 -0.03 1.84
H 0.65 -0.91 1.38
H 2.13 -1.12 0.49
H 1.91 0.27 1.62
H 2.35 1.37 -1.28
*
```

Summary:
- Gap between HOMO and LUMO: 10.11 eV
- LUMO level: 0.84 eV
- Energy relative to the best compared isomer or geometry (same formula, charge and spin): 88.5 kJ/mol